# 1
# C15H25N10SSc

A structure of composition C15H25N10SSc in a non-equilibrium geometry (ωB97M-V with the def2-TZVPD basis set, the OMol25 dataset).

XYZ file:
```
52
Properties=species:S:1:pos:R:3:forces:R:3:mulliken_charge:R:1
Sc -1.80738 -0.29080 0.54092 -1.5 -0.4 0.6 1.261
N -5.83146 0.64748 -0.74961 0.2 0.1 -0.2 -0.042
C -6.27949 -0.09544 0.30788 0.0 -0.3 0.4 -0.782
C -5.17366 -0.56036 0.95121 -0.2 0.0 0.0 -0.143
N -4.05545 -0.10117 0.28579 1.4 -0.1 0.2 -0.023
C -4.49563 0.63320 -0.74833 -0.1 -0.1 0.2 0.022
C -3.53314 1.25176 -1.62838 0.3 0.1 -0.1 0.347
N -2.21536 1.09894 -1.40178 -0.1 -0.7 1.0 0.086
C -1.58261 1.81671 -2.39783 0.0 0.1 -0.1 -0.190
C -2.51253 2.38786 -3.20748 0.3 0.0 0.0 -1.047
N -3.72852 2.01830 -2.70551 -0.1 0.0 0.1 -0.045
H -6.44523 1.11974 -1.40265 0.0 0.0 0.0 0.237
H -7.32571 -0.23975 0.52422 0.0 0.0 -0.1 0.413
H -5.12556 -1.17855 1.83120 0.0 0.0 0.0 0.445
H -0.51434 1.89180 -2.48504 0.0 0.0 0.0 0.579
H -2.40484 3.01503 -4.07705 -0.1 0.0 0.0 0.423
H -4.61038 2.29933 -3.11725 0.0 0.0 0.1 0.246
C 2.59855 -2.58255 3.66988 0.2 0.0 0.0 -1.170
C 1.12786 -2.63045 3.76955 -0.1 0.0 0.0 0.879
N 0.45406 -3.28533 4.65700 0.4 -0.2 0.2 -0.561
N -0.85411 -3.07828 4.40055 0.0 0.2 -0.3 0.275
C -1.02523 -2.29536 3.35326 -0.2 0.0 -0.1 0.440
S -2.45195 -1.73036 2.61658 -0.7 0.8 -1.2 -0.358
N 0.20801 -1.98862 2.92423 0.0 -0.1 0.2 0.195
N 0.38081 -1.15252 1.81681 -0.2 0.2 -0.3 -0.310
H 2.99767 -3.17787 4.48962 0.0 0.0 0.0 0.345
H 2.98665 -1.56759 3.77225 -0.1 0.0 0.0 0.329
H 2.95940 -3.01452 2.73451 0.0 0.0 0.0 0.327
H -1.55121 -3.51379 4.99699 -0.1 0.0 0.0 0.220
H 0.88964 -0.32423 2.11633 0.2 0.0 0.0 0.251
H 0.95413 -1.63488 1.13076 0.2 0.1 -0.1 0.253
C 2.75840 2.34058 -1.31875 -0.3 0.3 0.3 -0.763
C 1.71413 1.67593 -0.38369 0.1 -0.1 -0.1 -0.392
N 1.79005 0.20113 -0.45324 0.0 0.1 -0.1 0.027
C 3.14782 -0.20669 -0.03027 0.0 0.0 0.0 -0.553
C 4.23419 0.42667 -0.93692 0.2 -0.3 0.3 -0.965
N 3.53990 1.24980 -1.97485 0.2 0.1 -0.1 -0.039
C 2.64037 0.38832 -2.79873 -0.3 -0.3 -0.2 -0.741
C 1.59290 -0.24659 -1.84836 0.1 0.1 0.1 -0.304
H 3.44564 2.97493 -0.76159 0.1 -0.1 -0.1 0.340
H 2.29270 2.95492 -2.08769 0.1 -0.1 -0.1 0.372
H 0.70284 1.99179 -0.64898 0.1 0.1 0.0 0.260
H 1.89833 1.98167 0.64616 0.0 0.0 0.0 0.461
H 3.22333 -1.29356 -0.07557 0.0 0.0 0.0 0.499
H 3.30849 0.10801 1.00113 0.0 0.0 0.0 0.458
H 4.84202 -0.32888 -1.43213 -0.1 0.1 -0.1 0.353
H 4.90829 1.07008 -0.37372 -0.1 0.1 -0.1 0.372
H 4.24870 1.66780 -2.58390 0.0 0.0 0.0 0.324
H 3.24248 -0.37109 -3.29464 0.1 0.1 0.0 0.329
H 2.17774 0.99937 -3.57213 0.1 0.1 0.0 0.392
H 1.67905 -1.33251 -1.87774 0.0 0.0 0.0 0.473
H 0.57963 0.01058 -2.16302 0.1 0.0 -0.1 0.194
```
Positions in Å, forces in eV/Å.

Computed properties:
Total charge = +4
Kohn-Sham gap = 6.02 eV
Total energy = -2291.65321 Ha
Strongest force on any atom = 1.66 eV Å⁻¹
E_HOMO = -20.076 eV
ΔE to the lowest compared entry with this formula, charge and spin = 2.357 eV

---

# 2
# C15H25N3S

The molecule C15H25N3S (ωB97M-V with the def2-TZVPD basis set, the OMol25 dataset).

XYZ file:
```
44
Properties=species:S:1:pos:R:3:forces:R:3:mulliken_charge:R:1
C 0.94518 4.13474 0.42473 -0.1 -0.1 0.0 -1.179
N 1.01484 3.04074 1.37277 0.1 0.1 0.1 0.475
C 0.43035 3.42462 2.64283 0.0 -0.1 -0.1 -1.185
C 2.37154 2.53990 1.53942 0.0 -0.2 -0.2 -0.642
C 2.80951 1.69659 0.33419 0.2 0.3 0.3 -1.400
N 1.81121 0.70954 0.00577 -0.5 -0.2 -0.1 -0.120
C 1.67536 -0.42485 0.72358 0.2 -0.1 -0.3 0.068
S 2.89207 -1.06093 1.65086 0.5 -0.3 0.5 -0.409
N 0.52865 -1.13647 0.58812 -0.1 -0.2 0.1 0.025
C -0.69462 -0.71626 0.03596 -0.4 0.4 -0.2 0.202
C -1.17108 0.54336 0.39900 -0.1 -0.1 0.1 -0.843
C -2.37552 1.01316 -0.08396 0.0 0.0 -0.1 -0.446
C -3.12432 0.20676 -0.91899 -0.1 0.1 0.0 -1.119
C -2.65824 -1.04897 -1.26771 -0.1 0.0 0.0 -0.447
C -1.43867 -1.54660 -0.81924 0.1 0.1 0.0 0.178
C -0.93458 -2.91884 -1.26327 0.1 -0.1 -0.1 2.346
C -1.90374 -3.59427 -2.24314 0.1 0.2 0.2 -2.307
C -0.77592 -3.86254 -0.05374 0.0 0.1 -0.1 -2.014
C 0.40551 -2.75770 -1.99776 -0.1 0.0 0.0 -1.585
H -0.09586 4.43125 0.30250 0.0 0.1 -0.1 0.322
H 1.52362 5.01271 0.75182 0.0 0.0 0.0 0.341
H 1.32387 3.81175 -0.54284 0.0 0.1 -0.1 0.316
H -0.60249 3.73084 2.47907 -0.1 0.0 0.1 0.334
H 0.96811 4.25430 3.12572 0.0 0.0 0.0 0.375
H 0.43608 2.56866 3.31655 0.0 0.0 0.1 0.352
H 3.10034 3.35048 1.70524 0.0 0.0 0.0 0.389
H 2.38046 1.88868 2.41663 0.1 0.0 0.0 0.455
H 3.73487 1.17356 0.58547 -0.1 0.1 -0.1 0.490
H 2.97947 2.31403 -0.54925 0.0 0.0 0.0 0.421
H 0.97108 1.07258 -0.42342 0.1 -0.1 0.0 0.430
H 0.56268 -2.05796 0.99884 0.1 0.2 0.0 0.136
H -0.59480 1.14962 1.08292 0.1 0.0 0.0 0.978
H -2.72922 1.99111 0.20525 0.0 0.1 0.0 0.453
H -4.07563 0.54717 -1.29954 -0.1 0.0 0.0 0.384
H -3.27777 -1.64527 -1.91519 0.0 -0.1 -0.1 0.416
H -2.86082 -3.80307 -1.77063 -0.2 0.0 0.0 0.459
H -2.06295 -2.98271 -3.12812 -0.1 0.1 -0.1 0.447
H -1.47751 -4.54087 -2.56930 0.0 -0.1 0.0 0.499
H -1.52074 -3.64304 0.70880 -0.1 0.0 0.1 0.353
H 0.21529 -3.80313 0.38877 0.1 0.0 0.1 0.470
H -0.91427 -4.89387 -0.37042 0.0 -0.1 0.0 0.455
H 1.17005 -2.31673 -1.36622 0.1 0.0 0.0 0.315
H 0.76135 -3.73027 -2.33047 0.1 -0.1 -0.1 0.450
H 0.27727 -2.12182 -2.87163 0.0 0.0 -0.1 0.363
```
Positions in Å, forces in eV/Å.

Computed properties:
Total charge = 0
Kohn-Sham gap = 8.74 eV
Total energy = -1149.03322 Ha
Strongest force on any atom = 0.72 eV Å⁻¹
E_HOMO = -8.031 eV
ΔE to the lowest compared entry with this formula, charge and spin = 0.036 eV